Entry 1:
Below is a 3-piece molecular cluster, C13H25BNO9S2 overall, with properties calculated with ωB97M-V/def2-TZVPD.

Geometry as XYZ:
```
51
Properties=species:S:1:pos:R:3:forces:R:3:nbo_charge:R:1
C 2.0144 2.0412 2.6044 -0.807 -0.759 -0.268 -1.028
B 1.4805 1.9851 1.0539 1.578 -0.190 -0.048 0.999
O 2.3117 1.7561 -0.0918 -2.304 -0.740 2.211 -0.882
C -0.1593 2.1719 0.8799 -1.948 -0.871 -0.798 0.013
C -0.9689 0.8201 0.8033 -2.191 3.701 -0.211 -0.193
C -2.5172 0.8948 0.6811 2.287 2.878 0.358 -0.029
C -3.3151 -0.4831 0.6399 1.881 -3.506 -1.808 0.749
O -2.7802 -1.4751 0.0315 -2.595 5.113 3.206 -0.483
O -4.5621 -0.5768 1.3198 2.989 0.417 -0.150 -0.701
C -3.1618 2.3240 0.6367 4.109 -0.024 0.461 -0.207
C -2.2184 3.5752 0.7128 -0.578 -2.467 0.003 0.078
N -0.7683 3.4805 0.8223 -3.079 -4.030 -0.078 -0.481
H 2.0791 3.1538 2.8883 0.195 -1.562 -0.269 0.264
H 1.2033 1.5768 3.2880 1.254 0.826 -0.928 0.242
H 2.9911 1.4555 2.7602 -1.313 1.296 -0.230 0.297
H 2.8017 0.9132 0.0452 0.308 1.094 -0.051 0.526
H -0.4013 -0.1803 0.8408 -1.079 1.854 -0.090 0.289
H -4.3394 -0.9973 2.1890 -0.498 0.232 -0.805 0.520
H -4.2939 2.4527 0.5706 1.922 -0.065 0.092 0.290
H -2.6500 4.6456 0.7050 0.791 -2.053 -0.037 0.267
H -0.1950 4.3474 0.8843 -0.631 -1.034 -0.108 0.464
O -5.2206 0.0869 -5.1596 -0.406 -0.355 0.443 -0.931
S -5.7522 -1.2133 -4.8431 0.122 -0.553 -0.099 2.359
O -7.1306 -1.4016 -4.4745 0.660 0.457 -0.099 -0.921
O -4.8138 -1.9041 -3.7176 -0.191 0.090 -0.842 -0.714
C -4.5772 -1.1949 -2.5041 -0.009 0.244 0.699 -0.083
C -5.7780 -1.2486 -1.5845 -0.447 0.167 -0.128 -0.645
C -5.3710 -2.3256 -6.1666 0.137 -0.095 0.083 -0.881
H -4.2800 -0.1618 -2.7120 -0.061 -0.035 -0.197 0.183
H -3.7329 -1.6802 -2.0112 -0.061 -0.145 -0.451 0.205
H -6.6237 -0.6999 -2.0066 0.092 -0.045 0.032 0.231
H -5.5415 -0.8086 -0.6169 -0.090 -0.100 -0.143 0.204
H -6.1080 -2.2790 -1.4331 0.133 0.067 0.038 0.226
H -4.3179 -2.2211 -6.4250 -0.093 0.018 0.064 0.252
H -5.9959 -2.0565 -7.0187 -0.008 0.094 0.164 0.261
H -5.5958 -3.3432 -5.8481 -0.003 0.123 0.019 0.256
O 5.1429 0.8171 2.2434 0.161 -0.244 -0.449 -0.971
S 6.5214 0.4087 2.1234 1.010 -0.534 0.443 2.368
O 7.2155 0.4428 0.8641 -0.824 0.099 0.436 -0.912
O 6.6913 -1.0638 2.7719 0.014 1.131 0.054 -0.709
C 5.8572 -2.1195 2.2952 -0.404 -0.830 -0.550 -0.076
C 6.3142 -2.6282 0.9402 0.050 0.228 -0.276 -0.642
C 7.4853 1.2912 3.3172 -0.054 -0.082 0.120 -0.881
H 4.8108 -1.8011 2.2662 0.107 0.152 0.059 0.181
H 5.9274 -2.9314 3.0228 0.137 0.332 0.147 0.204
H 6.1800 -1.8667 0.1678 0.010 -0.086 0.067 0.221
H 5.7424 -3.5103 0.6456 0.024 0.009 0.119 0.220
H 7.3764 -2.8822 0.9615 -0.122 -0.044 0.055 0.227
H 6.9884 1.2357 4.2851 0.029 -0.039 -0.101 0.253
H 7.5546 2.3288 2.9890 -0.078 -0.126 -0.097 0.258
H 8.4803 0.8492 3.3632 -0.124 -0.007 -0.065 0.264
```
Forces are in eV/Å.

The value obtained for the energy is -56140.301 eV. Its gap between HOMO and LUMO is 7.1 eV. For the HOMO energy, the calculation gives -12.483 eV. Its total charge is +1. The calculation puts the largest force on an atom at 6.57 eV/A.


Entry 2:
Below is C13H25CoIN2O4S as an isolated structure, with properties calculated with ωB97M-V/def2-TZVPD.

Geometry as XYZ:
```
47
Properties=species:S:1:pos:R:3:forces:R:3:nbo_charge:R:1
Co 0.2151 -0.3353 -0.5777 0.644 0.345 -0.439 1.602
C 1.5736 1.4920 -2.7638 0.468 0.577 -0.180 -0.269
O 0.3782 0.7952 -2.3892 -0.309 -0.569 0.529 -0.621
C -0.2271 0.0633 -3.4627 -0.045 -0.594 -0.239 -0.096
C 0.3172 -1.3632 -3.4955 -0.175 0.455 -0.377 -0.108
O 0.1018 -1.9128 -2.1880 -0.135 0.538 0.305 -0.603
C 0.9312 -3.0288 -1.8621 0.418 -0.230 0.385 -0.095
C 2.2255 -2.5311 -1.2252 -0.227 -0.367 -0.586 -0.107
O 1.8582 -1.6010 -0.1957 -0.684 0.172 -0.260 -0.633
C 2.9922 -1.1492 0.5441 0.637 0.184 0.575 -0.264
H 1.3291 2.2736 -3.4916 -0.034 -0.163 0.151 0.225
H 2.3242 0.8279 -3.2020 -0.137 -0.076 0.110 0.197
H 1.9728 1.9625 -1.8663 -0.031 -0.065 -0.035 0.214
H -0.0564 0.5655 -4.4199 -0.053 -0.021 0.159 0.241
H -1.3002 0.0419 -3.2510 0.087 0.040 -0.110 0.196
H 1.3809 -1.3664 -3.7556 -0.054 -0.042 0.116 0.202
H -0.2275 -1.9613 -4.2349 0.107 0.088 0.084 0.233
H 1.1392 -3.6410 -2.7458 -0.058 0.094 0.134 0.238
H 0.3599 -3.6269 -1.1459 0.107 0.005 -0.115 0.207
H 2.8639 -2.0259 -1.9624 -0.064 0.002 0.156 0.201
H 2.7926 -3.3652 -0.7961 -0.124 0.137 0.004 0.235
H 3.4655 -1.9913 1.0574 -0.126 0.062 -0.093 0.221
H 2.6361 -0.4363 1.2835 0.008 0.024 -0.024 0.206
H 3.7287 -0.6766 -0.1115 -0.132 -0.010 -0.020 0.206
O 0.2693 1.1960 0.6854 0.246 -0.888 -0.192 -1.127
S -0.0350 2.5703 1.2937 -0.108 0.264 0.430 1.231
C -1.5767 2.2978 2.2892 0.339 0.334 -0.246 -0.562
C -1.2036 2.5479 3.7378 0.079 -0.141 0.453 -0.425
C 0.2406 2.0848 3.9236 -0.149 0.070 0.381 -0.419
C 1.0264 2.7141 2.7924 -0.384 -0.047 -0.276 -0.563
H -1.8707 1.2656 2.0930 0.176 -0.046 -0.023 0.212
H -2.3514 2.9710 1.9279 0.031 0.032 -0.129 0.256
H -1.8843 2.0153 4.4047 0.014 0.067 -0.029 0.252
H -1.2843 3.6098 3.9802 -0.021 -0.039 -0.070 0.241
H 0.3148 0.9964 3.9059 0.003 -0.031 -0.066 0.211
H 0.6266 2.4212 4.8881 0.046 -0.070 -0.081 0.269
H 2.0021 2.2749 2.5922 -0.048 0.003 -0.202 0.267
H 1.1471 3.7879 2.9452 0.010 0.051 -0.090 0.265
I -5.9361 -0.0750 0.2769 1.817 -0.670 0.160 0.953
C -3.9384 -0.7157 0.4117 -1.726 0.544 -0.082 -0.330
C -3.4299 -1.7583 1.1867 0.152 -0.422 0.260 0.060
N -2.1220 -1.8221 0.9377 -1.092 -0.199 0.359 -0.281
N -1.7362 -0.8887 0.0492 -0.376 0.792 -0.706 -0.356
C -2.8242 -0.2040 -0.2785 0.687 -0.211 -0.023 0.001
H -3.9402 -2.4188 1.8633 0.035 -0.216 0.155 0.290
H -1.4703 -2.4969 1.3201 0.052 0.061 -0.019 0.462
H -2.7981 0.6165 -0.9686 0.129 0.175 -0.194 0.263
```
Forces are in eV/Å.

The value obtained for the energy is -81590.321 eV. Its gap between HOMO and LUMO (spin up / spin down) is 8.8 / 4.5 eV. For the HOMO energy (spin up / spin down), the calculation gives -18.385 / -18.344 eV. Its total charge is +3. The calculation puts the largest force on an atom at 1.94 eV/A. The relative energy (zero: lowest compared OMol25 entry of this formula, charge and spin) comes out at 25.0 kJ/mol. Its spin multiplicity is 5.


Entry 3:
Below is a 5-piece molecular cluster, C13H25FN2O11S2 overall, with properties calculated with ωB97M-V/def2-TZVPD.

Geometry as XYZ:
```
54
Properties=species:S:1:pos:R:3:forces:R:3:nbo_charge:R:1
O -0.2396 3.9760 -2.6653 -1.368 0.812 5.980 -0.574
C -0.6068 4.1592 -1.4599 0.748 -0.355 -4.571 0.965
O -1.5851 3.4974 -0.8293 -0.349 -0.228 -0.507 -0.482
C -2.0318 4.2552 0.3290 0.504 -1.001 -0.742 -0.135
C -0.7646 4.9735 0.6574 0.858 -0.100 -0.894 0.426
F 0.0367 4.0873 1.3584 -0.224 0.830 0.251 -0.344
O -0.1525 5.1361 -0.6141 0.282 -0.011 -0.364 -0.495
H -2.8414 4.8947 -0.0226 -0.109 -0.046 0.519 0.214
H -2.2383 3.5092 1.0965 -0.542 0.364 -0.031 0.238
H -0.8261 5.9709 1.0926 0.168 -0.353 0.407 0.190
C 2.5648 2.3182 -0.5027 0.169 -0.447 0.007 -0.481
N 1.8003 1.1640 -1.0191 -0.406 0.545 -0.675 0.535
O 2.3459 0.5783 -1.9430 -1.353 -0.567 0.921 -0.349
O 0.6598 1.0159 -0.5514 1.559 -0.625 -0.910 -0.415
H 3.3845 2.4540 -1.2083 -0.333 0.439 0.078 0.239
H 3.0067 1.9868 0.4369 -0.328 0.358 0.226 0.240
H 1.7991 3.0923 -0.4511 0.702 0.281 0.347 0.233
C 5.7179 1.6849 3.4625 0.070 -0.720 -0.323 -0.493
N 5.2867 0.3534 2.7815 -0.030 2.706 0.070 0.552
O 4.9900 0.4475 1.6161 -0.018 0.038 -0.897 -0.401
O 5.1970 -0.6258 3.4400 0.196 -1.407 1.164 -0.349
H 6.7867 1.8249 3.3011 -0.037 -0.336 0.032 0.234
H 5.4941 1.5954 4.5255 -0.036 0.058 -0.253 0.231
H 5.2146 2.5026 2.9464 -0.199 -0.304 0.195 0.229
O -2.9410 -2.8247 0.3295 0.546 -0.173 0.495 -0.951
S -3.3583 -1.4771 0.6226 -0.036 0.327 -2.092 2.125
O -3.3096 -0.9331 1.9524 -0.210 -0.012 0.121 -0.936
C -2.4955 -0.2705 -0.5577 -1.824 -0.938 0.119 -0.626
C -3.7091 0.4261 -1.2831 0.379 0.530 0.585 -0.419
C -5.0888 0.1062 -0.6328 -0.122 -1.462 0.464 -0.418
C -5.0319 -1.3498 -0.1225 0.596 0.372 -0.125 -0.646
H -2.0006 -0.9128 -1.2862 0.201 0.035 0.263 0.240
H -1.7648 0.3351 -0.0216 -0.356 0.052 0.010 0.259
H -3.5877 1.5084 -1.3280 0.188 0.008 0.125 0.227
H -3.6756 0.1085 -2.3253 -0.319 -0.179 0.084 0.220
H -5.8941 0.1661 -1.3649 0.066 0.313 0.026 0.224
H -5.3768 0.6518 0.2657 0.400 0.806 -0.331 0.217
H -5.1385 -2.0528 -0.9487 0.599 -0.136 0.043 0.237
H -5.7476 -1.6830 0.6291 -0.008 0.493 0.164 0.247
O 0.3179 -5.8185 -2.2504 0.288 -0.145 -0.134 -0.926
S 1.2516 -4.7986 -1.8522 2.167 2.131 0.836 2.097
O 2.5355 -4.5776 -2.5825 -2.336 -0.833 1.583 -0.923
C 0.3885 -3.2003 -1.6985 -0.162 -0.474 0.758 -0.669
C 0.6080 -2.6209 -0.2712 -0.054 0.615 -0.342 -0.423
C 1.6632 -3.3859 0.5525 0.419 -1.156 -1.414 -0.415
C 1.5142 -4.8671 0.0337 0.298 0.167 0.263 -0.624
H -0.6255 -3.5857 -1.8047 -0.229 0.642 -0.249 0.248
H 0.6810 -2.4321 -2.4143 -0.042 -0.625 -0.398 0.257
H 0.8245 -1.5642 -0.4282 0.416 0.001 0.288 0.227
H -0.3371 -2.5968 0.2713 -0.051 -0.433 0.003 0.227
H 1.5593 -3.1909 1.6198 -0.502 -0.640 0.023 0.229
H 2.7092 -3.1292 0.3846 -0.097 0.509 -0.568 0.218
H 0.6696 -5.3530 0.5224 -0.361 0.005 -0.544 0.234
H 2.3610 -5.5298 0.2121 0.221 0.266 -0.085 0.237
```
Forces are in eV/Å.

The value obtained for the energy is -63769.179 eV. Its gap between HOMO and LUMO is 9.8 eV. For the HOMO energy, the calculation gives -9.723 eV. The calculation puts the largest force on an atom at 6.19 eV/A. The relative energy (zero: lowest compared OMol25 entry of this formula, charge and spin) comes out at 50.7 kJ/mol. The structure (SMILES) is O=C1OC[C@@H](F)O1.C[N+](=O)[O-].C[N+](=O)[O-].O=S1(=O)CCCC1.O=S1(=O)CCCC1.